[1]
ORCA calculation (ωB97M-V with the def2-TZVPD basis set) on an isolated ion of composition C5H11ClN4O and charge +2 in a non-equilibrium geometry.

Values from the calculation:
HOMO-LUMO gap, eV: 9.7
LUMO, eV: -8.903
Structure (SMILES): CO/C(C)=N/C(=[NH2+])NC(=[NH2+])Cl
ΔE to the lowest compared entry with this formula, charge and spin, kcal per mole: 0.00
Net charge: +2

Atoms and positions in Å:
1 C -0.18809 0.25505 2.90687
2 O 0.82940 -0.29159 2.09993
3 C 0.94590 -0.20292 0.78634
4 C 2.12008 -1.02822 0.46024
5 N 0.23746 0.51328 -0.02758
6 C -0.39215 1.16818 -0.92244
7 N -0.16239 2.43728 -1.25935
8 N -1.46546 0.56292 -1.54612
9 C -1.65582 -0.80541 -1.67557
10 N -0.63627 -1.64462 -1.47671
11 Cl -3.27592 -1.38996 -1.98769
12 H -0.79705 0.94575 2.42931
13 H 0.32207 0.73697 3.73606
14 H -0.66767 -0.63040 3.41376
15 H 2.97914 -0.59362 0.90807
16 H 2.24665 -1.01741 -0.61038
17 H 2.11153 -2.04526 0.87996
18 H -0.81699 2.95598 -1.85015
19 H 0.69033 2.88831 -0.86780
20 H -2.11110 1.15351 -1.95023
21 H 0.30678 -1.32673 -1.59581
22 H -0.62043 -2.64110 -1.85070

natural (NBO) population analysis, charges in e, atoms 1 to 5: -0.283 -0.406 0.745 -0.700 -0.552

=====

[2]
ORCA calculation (ωB97M-V with the def2-TZVPD basis set) on a 2-piece molecular cluster, C5H11ClS overall in a non-equilibrium geometry.

Values from the calculation:
HOMO-LUMO gap (alpha / beta), eV: 7.2 / 9.6
LUMO (alpha / beta), eV: 0.840 / 0.042
Spin multiplicity: 3
Net charge: 0
<S²>: 2.01

Atoms and positions in Å:
1 C -0.33915 2.56292 -0.17868
2 C -1.39692 -1.66919 -0.71231
3 C 2.13467 -0.78685 0.01521
4 C 0.53992 1.44566 0.25804
5 C -2.14454 -1.02568 0.33555
6 S 1.11940 0.38096 -0.92879
7 Cl -3.21612 0.33748 0.15400
8 H -0.03199 2.62450 -1.23317
9 H -1.27645 2.15776 -0.27287
10 H -0.25933 3.42059 0.49795
11 H -1.12641 -2.55585 -0.22700
12 H -0.50273 -1.19161 -1.01698
13 H -1.98624 -1.93533 -1.58640
14 H 2.02990 -0.81546 1.00972
15 H 3.14234 -0.77530 -0.27714
16 H 1.80703 -1.72022 -0.32654
17 H 0.53591 1.30211 1.39838
18 H -2.53793 -1.55406 1.24446

natural (NBO) population analysis, charges in e, atoms 1 to 5: -0.671 -0.723 -0.719 -0.414 -0.135

=====

[3]
ORCA calculation (ωB97M-V with the def2-TZVPD basis set) on a single C5H11ClSi molecule in a non-equilibrium geometry.

Values from the calculation:
HOMO-LUMO gap (alpha / beta), eV: 4.6 / 6.4
LUMO (alpha / beta), eV: 0.863 / -4.032
ΔE to the lowest compared entry with this formula, charge and spin, kcal per mole: 122.15
Spin multiplicity: 3
Net charge: 0
<S²>: 2.01

Atoms and positions in Å:
1 C 1.08862 0.02800 -1.83623
2 C -0.41145 -0.01833 -1.31697
3 C 1.36150 1.12372 -0.84154
4 C 0.04372 0.90202 -0.12415
5 C -1.77728 -0.59045 1.44229
6 Si 0.02046 -0.02172 1.54935
7 Cl -0.94412 2.36671 -0.00407
8 H 1.70196 -0.85252 -1.52736
9 H 1.14439 0.12257 -2.87885
10 H -0.98892 0.55073 -1.94743
11 H -0.67731 -0.99507 -1.03057
12 H 2.19736 1.27630 -0.28135
13 H 1.33297 1.92906 -1.59905
14 H -1.72582 -1.44282 0.78665
15 H -2.29665 -0.75914 2.35206
16 H -2.30843 0.18703 1.04640
17 H 0.92754 0.70322 2.48029
18 H 0.66442 -1.38139 1.59512

natural (NBO) population analysis, charges in e, atoms 1 to 5: -0.377 -0.381 -0.443 -0.464 -1.062

=====

[4]
ORCA calculation (ωB97M-V with the def2-TZVPD basis set) on C5H11CsO2P as an isolated structure in a non-equilibrium geometry.

Values from the calculation:
HOMO-LUMO gap, eV: 7.8
LUMO, eV: -4.658
Net charge: +1

Atoms and positions in Å:
1 C 2.24568 0.01576 0.29651
2 C 0.94092 0.86046 0.87781
3 C -0.21269 0.73303 -0.27082
4 C -1.69956 1.22695 0.22391
5 P -0.45466 -1.06855 -0.91901
6 C -1.13456 -2.05300 0.58742
7 O -0.73496 -1.76825 1.75872
8 O -2.03122 -3.05766 0.32864
9 H 2.09671 -1.10448 0.49527
10 H 3.22804 0.38157 0.75155
11 H 2.20155 0.17258 -0.86928
12 H 0.63830 0.44210 1.89759
13 H 1.27926 1.95387 1.05350
14 H 0.12276 1.42456 -1.15333
15 H -1.99338 2.09730 -0.45999
16 H -2.49161 0.39682 0.06111
17 H -1.63042 1.56210 1.31426
18 H -1.40872 -1.08713 -2.01876
19 H 0.76354 -1.68222 -1.38901
20 Cs 0.27504 0.55414 -2.56612

Mulliken population analysis, charges in e, atoms 1 to 5: -0.736 -0.070 -0.542 -0.668 -0.657

=====

[5]
ORCA calculation (ωB97M-V with the def2-TZVPD basis set) on a single C5H11F molecule in a non-equilibrium geometry.

Values from the calculation:
HOMO-LUMO gap, eV: 11.9
LUMO, eV: 1.130
Structure (SMILES): CCCCCF
ΔE to the lowest compared entry with this formula, charge and spin, kcal per mole: 27.52
Net charge: 0

Atoms and positions in Å:
1 C 1.63863 -0.70064 1.25972
2 C 0.67632 0.43055 0.93654
3 C 0.43690 0.73094 -0.59555
4 C -0.59490 -0.24989 -1.19682
5 C -1.91231 -0.20164 -0.60025
6 F -2.39706 1.11019 -0.74350
7 H 2.48216 -0.62184 0.47656
8 H 1.17929 -1.66128 1.38080
9 H 2.06138 -0.43269 2.23755
10 H -0.29062 0.21946 1.30265
11 H 1.04487 1.21842 1.57739
12 H -0.22551 1.57013 -0.68441
13 H 1.22870 1.00191 -1.33319
14 H -0.25468 -1.27181 -1.08418
15 H -0.56533 0.10705 -2.23023
16 H -1.90366 -0.44128 0.50596
17 H -2.60419 -0.80758 -1.20903

natural (NBO) population analysis, charges in e, atoms 1 to 5: -0.612 -0.403 -0.410 -0.445 0.047

=====

[6]
ORCA calculation (ωB97M-V with the def2-TZVPD basis set) on a 2-piece molecular cluster, C5H11FOSi overall in a non-equilibrium geometry.

Values from the calculation:
HOMO-LUMO gap, eV: 10.4
LUMO, eV: 0.557
Structure (SMILES): C[Si](C)(C)O.C#CF
Net charge: 0

Atoms and positions in Å:
1 C 0.70167 -0.17555 2.56118
2 Si 0.25695 -0.29969 0.68293
3 C 1.62699 0.64440 -0.30081
4 C 0.21773 -2.06777 -0.03610
5 O -1.03733 0.60666 0.40452
6 H 0.03716 0.40594 3.25211
7 H 0.43298 -1.16619 3.09501
8 H 1.78237 0.12106 2.59975
9 H 1.40805 0.59203 -1.44366
10 H 1.41617 1.62460 0.12484
11 H 2.63719 0.56217 0.16897
12 H -0.66715 -2.23184 -0.70322
13 H 1.11674 -2.12617 -0.53542
14 H 0.26309 -2.92819 0.68259
15 H -1.36264 0.81034 -0.43909
16 C -2.59963 1.90773 -2.28740
17 C -1.88626 1.12148 -2.85544
18 F -1.30087 0.08356 -3.41620
19 H -3.04320 2.51545 -1.55452

natural (NBO) population analysis, charges in e, atoms 1 to 5: -1.145 1.854 -1.148 -1.130 -1.100

=====

[7]
ORCA calculation (ωB97M-V with the def2-TZVPD basis set) on C5H11GdO4 as an isolated structure in a non-equilibrium geometry.

Values from the calculation:
HOMO-LUMO gap (alpha / beta), eV: 8.3 / 7.3
LUMO (alpha / beta), eV: -3.917 / -5.811
ΔE to the lowest compared entry with this formula, charge and spin, kcal per mole: 114.00
Spin multiplicity: 9
Net charge: +1
<S²>: 20.39

Atoms and positions in Å:
1 O -2.21511 -0.76347 -1.08531
2 Gd -0.93560 -1.54832 0.40558
3 O -0.23508 -1.05662 2.20378
4 C -0.46988 0.22241 2.68682
5 C -0.48149 1.26657 1.57352
6 O -1.35952 0.77806 0.56895
7 C -1.31699 1.00772 -0.86415
8 C 0.81641 0.30000 -1.60403
9 O 0.74141 -1.01419 -1.14623
10 C 1.75845 -1.92839 -1.53616
11 H 0.30124 0.54182 3.41587
12 H -1.45732 0.26814 3.19379
13 H 0.52423 1.36285 1.13360
14 H -0.81822 2.25768 1.91224
15 H -1.39692 1.50696 -1.85429
16 H -1.89856 1.93615 -0.69641
17 H 1.31445 0.87836 -0.81961
18 H 1.13487 0.41305 -2.64427
19 H 1.39442 -2.93244 -1.28700
20 H 1.93873 -1.78418 -2.60830
21 H 2.66048 -1.71214 -0.94840

Mulliken population analysis, charges in e, atoms 1 to 5: -0.652 1.479 -0.708 -0.433 -0.217

=====

[8]
ORCA calculation (ωB97M-V with the def2-TZVPD basis set) on an isolated ion of composition C5H11IN and charge +1 in a non-equilibrium geometry.

Values from the calculation:
HOMO-LUMO gap (alpha / beta), eV: 6.1 / 6.1
LUMO (alpha / beta), eV: -6.335 / -6.336
ΔE to the lowest compared entry with this formula, charge and spin, kcal per mole: 68.80
Net charge: +1

Atoms and positions in Å:
1 C -1.01122 -0.09711 0.52293
2 C 0.43578 -0.25202 1.08007
3 C -1.26175 1.29698 0.27637
4 C 1.45309 -0.63170 0.10674
5 C 1.23230 -1.75659 -0.81442
6 N -0.30827 2.02643 -0.68353
7 I 3.37493 0.37125 -0.07068
8 H -1.23891 -0.70000 -0.37738
9 H -1.69681 -0.46984 1.29220
10 H 0.77227 0.64321 1.53500
11 H 0.58412 -1.24044 1.66193
12 H -2.28021 1.58715 -0.00132
13 H -1.08492 1.86209 1.29392
14 H 2.07994 -2.32796 -1.09966
15 H 0.78172 -1.33923 -1.62130
16 H 0.46016 -2.36490 -0.34341
17 H 0.33610 1.35532 -1.19702
18 H -0.40051 2.99437 -0.92437

natural (NBO) population analysis, charges in e, atoms 1 to 5: -0.415 -0.574 -0.223 0.342 -0.780

=====

[9]
ORCA calculation (ωB97M-V with the def2-TZVPD basis set) on an isolated ion of composition C5H11IN and charge +1 in a non-equilibrium geometry.

Values from the calculation:
HOMO-LUMO gap, eV: 9.4
LUMO, eV: -4.297
Structure (SMILES): CC(C)(I)[C@H]1C[NH2+]1
ΔE to the lowest compared entry with this formula, charge and spin, kcal per mole: 45.57
Net charge: +1

Atoms and positions in Å:
1 C -0.88630 0.61958 1.68030
2 C 0.06359 -0.14262 0.72940
3 C 1.50594 0.05949 1.13807
4 I -0.32617 -2.50994 0.59814
5 C -0.20997 0.28596 -0.70337
6 C 0.41170 -0.07338 -2.01557
7 N -0.87789 -0.53226 -1.64230
8 H -0.79263 0.40946 2.70281
9 H -1.99281 0.26019 1.55382
10 H -0.89059 1.72172 1.40534
11 H 1.75429 -0.16673 2.22071
12 H 2.01461 -0.68925 0.57202
13 H 1.78315 1.14024 1.00403
14 H -0.61233 1.40802 -0.71429
15 H 0.56809 0.75010 -2.68576
16 H 1.21242 -0.72681 -2.27630
17 H -1.72539 -0.27157 -2.14767
18 H -0.99969 -1.54220 -1.41939

natural (NBO) population analysis, charges in e, atoms 1 to 5: -0.675 0.058 -0.687 0.045 -0.107

=====

[10]
ORCA calculation (ωB97M-V with the def2-TZVPD basis set) on C5H11InO2 as an isolated structure in a non-equilibrium geometry.

Values from the calculation:
HOMO-LUMO gap, eV: 2.3
LUMO, eV: -13.849
ΔE to the lowest compared entry with this formula, charge and spin, kcal per mole: 21.12
Net charge: +2

Atoms and positions in Å:
1 In 0.71408 0.97290 -0.75770
2 C -1.55145 5.12834 1.48692
3 C -0.92258 3.87019 2.12237
4 O -0.36207 2.95979 1.20156
5 H -1.08479 5.49386 0.57220
6 H -1.50373 5.86111 2.29245
7 H -2.59397 4.98783 1.20142
8 H -1.79826 3.47624 2.63819
9 H -0.18513 3.98171 2.91725
10 C 1.76841 -4.30098 -0.67364
11 C 1.06266 -3.01802 -1.14102
12 O 1.34498 -1.90110 -0.81434
13 C 0.02403 -3.31126 -2.17168
14 H 1.97229 -5.00574 -1.47977
15 H 1.07907 -4.77789 0.02312
16 H 2.70228 -4.06124 -0.16520
17 H -0.89232 -3.68969 -1.71870
18 H 0.42698 -4.18218 -2.68862
19 H -0.20049 -2.48387 -2.84480

natural (NBO) population analysis, charges in e, atoms 1 to 5: 1.015 -0.584 -0.152 -0.116 0.287

=====

[11]
ORCA calculation (ωB97M-V with the def2-TZVPD basis set) on a single C5H11N molecule in a non-equilibrium geometry.

Values from the calculation:
HOMO-LUMO gap, eV: 10.0
LUMO, eV: 1.200
Structure (SMILES): CC[C@H]1CN1C
ΔE to the lowest compared entry with this formula, charge and spin, kcal per mole: 44.66
Net charge: 0

Atoms and positions in Å:
1 C 0.06855 0.36398 2.49568
2 C -0.49204 0.48742 1.07749
3 C 0.29405 -0.31175 0.02344
4 C -0.37887 -1.48137 -0.57858
5 N -0.26467 -0.22884 -1.31716
6 C 0.74798 -0.17059 -2.36966
7 H -0.15170 -0.60851 2.95551
8 H 1.15538 0.48282 2.46892
9 H -0.33438 1.13328 3.16487
10 H -1.57850 0.26270 1.10459
11 H -0.44471 1.51481 0.71260
12 H 1.36780 -0.36908 0.16282
13 H -1.17498 -1.46639 0.14767
14 H 0.14687 -2.36343 -0.95768
15 H 1.13730 0.85400 -2.39396
16 H 0.31698 -0.37993 -3.35525
17 H 1.60740 -0.85062 -2.22328

natural (NBO) population analysis, charges in e, atoms 1 to 5: -0.609 -0.411 -0.083 -0.290 -0.404

=====

[12]
ORCA calculation (ωB97M-V with the def2-TZVPD basis set) on a 2-piece molecular cluster, C5H11N overall.

Values from the calculation:
HOMO-LUMO gap, eV: 7.9
LUMO, eV: 1.088
ΔE to the lowest compared entry with this formula, charge and spin, kcal per mole: 95.51
Net charge: 0

Atoms and positions in Å:
1 C 1.38823 -1.50948 0.89494
2 C 0.87074 -0.11006 1.03657
3 N 0.69572 0.68313 0.01896
4 C 0.89883 0.72408 -1.42844
5 C 0.19085 1.72045 -0.61359
6 C -2.29576 0.06915 -0.06957
7 H 0.70840 -2.21553 1.38843
8 H 1.44120 -1.80024 -0.15918
9 H 2.38266 -1.67508 1.33439
10 H -1.31603 -0.30108 0.24857
11 H 0.49255 0.25591 1.98672
12 H 1.95150 0.80845 -1.71513
13 H 0.32692 0.00705 -2.03174
14 H 0.09102 2.76742 -0.38286
15 H -2.27197 0.30717 -1.13618
16 H -2.51822 0.97777 0.49744
17 H -3.03664 -0.70910 0.13068

natural (NBO) population analysis, charges in e, atoms 1 to 5: -0.648 -0.087 -0.199 -0.234 -0.227